1.
Formula: C66H174F2N23O30S2
Source: OMol25
Level of theory: ωB97M-V/def2-TZVPD

XYZ file:
```
297
Properties=species:S:1:pos:R:3
N -21.9677 11.8599 18.5778
S -20.7696 12.5270 19.0116
O -20.7865 13.6482 19.8554
O -19.7432 12.5711 18.0534
F -20.2942 11.2423 19.8299
S -23.3923 12.6215 18.2637
O -23.3581 13.7613 17.4594
O -24.2747 12.6521 19.3713
F -24.0336 11.5793 17.3432
C -28.3949 14.8731 20.8727
O -28.5537 15.9265 21.4362
N -27.2387 14.6071 20.3289
N -29.3407 13.8973 20.8187
H -26.5152 15.2852 20.5438
H -27.0466 13.6714 19.9500
H -29.2258 13.3286 19.9864
H -30.2911 14.1688 20.7965
C -23.1692 9.2138 21.3042
O -24.1321 8.4730 21.3435
N -22.0136 8.8951 20.7800
N -23.0463 10.4129 21.9729
H -21.5136 9.6430 20.3752
H -22.0862 8.1261 20.1453
H -23.8522 10.8752 22.3389
H -22.2256 10.9519 22.0119
C -17.0388 10.3200 22.4692
O -18.1259 9.7534 22.4679
N -16.4313 10.8589 23.6438
N -16.2039 10.4276 21.4430
H -15.9239 11.7028 23.4119
H -17.1606 10.9480 24.3470
H -15.3797 10.9751 21.5931
H -16.4173 10.0762 20.5178
C -21.2323 9.2206 15.8765
O -21.0970 8.4010 15.0064
N -20.5866 10.4348 15.7668
N -21.9887 9.1053 16.9896
H -20.8898 11.2537 16.2326
H -20.2548 10.4555 14.7927
H -21.6447 9.6662 17.7710
H -22.4954 8.2853 17.2581
C -16.9234 9.2052 17.7714
O -16.6690 9.9505 18.7370
N -16.2219 8.1305 17.6107
N -17.9561 9.4423 17.0128
H -15.3653 8.1120 18.1270
H -16.1720 7.6629 16.7233
H -18.4481 10.3006 17.1969
H -18.3589 9.0577 16.1599
C -19.7036 5.8233 19.6152
O -19.6102 4.5841 19.6472
N -18.9079 6.6631 20.3584
N -20.6444 6.4302 18.8555
H -18.3078 6.3274 21.0930
H -19.0297 7.7147 20.3798
H -21.2701 5.8487 18.3105
H -20.5709 7.3739 18.5439
C -19.7567 9.2926 9.5273
O -19.5873 9.2719 10.9312
C -18.2902 8.9204 11.3812
C -17.2350 10.0108 11.2546
N -17.4750 11.2516 11.9574
C -17.4760 11.1118 13.4066
C -17.9739 12.3806 14.0830
O -19.3033 12.6197 13.7133
C -19.8919 13.6522 14.5505
H -20.8031 9.4420 9.3169
H -19.3964 8.3283 9.1076
H -19.1954 10.1614 9.0881
H -18.0398 7.9142 10.9622
H -18.4425 8.7448 12.4531
H -17.0492 10.2866 10.1956
H -16.3250 9.5638 11.7105
H -18.3929 11.6681 11.6608
H -16.4526 10.9253 13.7634
H -18.1147 10.2471 13.7288
H -17.3356 13.2934 13.7921
H -17.9226 12.3136 15.1999
H -20.9723 13.3858 14.4943
H -19.7040 14.6621 14.2224
H -19.5961 13.4402 15.5824
C -25.3224 17.4286 22.1418
O -24.8808 16.6170 21.0571
C -23.6778 17.0688 20.4740
C -23.3112 16.2639 19.2500
N -22.1188 16.8554 18.6731
C -21.8174 16.2966 17.3317
C -20.8217 17.2809 16.7332
O -19.9688 16.6754 15.7483
C -18.6706 16.3758 16.2023
H -26.2715 17.1036 22.5644
H -25.4724 18.4886 21.8623
H -24.5851 17.3192 22.9673
H -22.8366 16.9635 21.1734
H -23.8042 18.1416 20.2403
H -24.1332 16.1748 18.5364
H -23.0876 15.2707 19.6929
H -21.3201 16.6832 19.2866
H -22.7851 16.2007 16.8900
H -21.3643 15.3062 17.4049
H -20.3013 17.7586 17.5710
H -21.3586 18.0799 16.1693
H -18.7319 15.6050 16.9753
H -18.1879 17.3047 16.5173
H -18.1040 15.8722 15.3855
C -25.9915 8.6168 7.2392
O -25.7808 8.9351 8.5889
C -25.5787 7.7381 9.3480
C -24.8076 8.0549 10.7025
N -23.3465 8.1353 10.4874
C -22.6600 8.4332 11.7169
C -22.6944 9.9376 12.0860
O -23.8470 10.2692 12.7976
C -23.7108 11.4304 13.5833
H -26.1651 9.5591 6.6431
H -26.8202 7.9135 7.0064
H -25.0818 8.1389 6.8715
H -25.0804 6.9473 8.7941
H -26.5746 7.4130 9.6327
H -25.1233 7.2867 11.4545
H -25.2020 8.9790 11.0860
H -23.0754 7.1914 10.1834
H -21.5736 8.1561 11.6786
H -23.1534 7.9057 12.5372
H -22.6211 10.5727 11.2263
H -21.7881 10.0511 12.6985
H -23.5910 12.2514 12.8724
H -22.9204 11.4065 14.3257
H -24.6298 11.4677 14.1932
C -27.1038 10.7616 20.2298
O -27.2141 11.8029 19.2887
C -27.4562 11.2171 17.9382
C -27.6828 12.4453 17.0635
N -26.5141 13.3179 16.9954
C -26.7976 14.4535 16.0816
C -27.3778 15.7020 16.7356
O -26.3227 16.3733 17.4875
C -26.7506 17.5409 18.2303
H -27.9854 10.1300 20.3222
H -26.9508 11.2128 21.1981
H -26.1819 10.1725 20.0396
H -28.3498 10.5008 17.9290
H -26.4687 10.7663 17.6639
H -28.6018 12.9775 17.3268
H -27.9143 12.0728 16.0482
H -26.3209 13.7579 17.8855
H -27.5583 14.0937 15.3605
H -25.8998 14.7304 15.5637
H -28.1578 15.3448 17.4152
H -27.7196 16.3856 15.9585
H -25.8288 17.9733 18.5721
H -27.3341 17.3062 19.1180
H -27.2989 18.2747 17.6389
C -23.1633 15.1727 14.0236
O -23.5082 15.8882 12.8133
C -23.3625 15.0187 11.6959
C -21.9878 14.3312 11.5460
N -22.0511 13.3557 10.4596
C -20.7999 12.6841 10.1086
C -19.9208 13.5018 9.1930
O -19.4871 14.7055 9.6563
C -18.6094 14.7523 10.7750
H -23.3584 14.1063 13.9549
H -23.6272 15.6667 14.8572
H -22.0986 15.2198 14.2540
H -23.4620 15.6185 10.8394
H -24.2542 14.3553 11.5520
H -21.6721 13.7431 12.4117
H -21.1747 15.0300 11.3899
H -22.6753 12.6061 10.7801
H -21.0685 11.8921 9.4172
H -20.2422 12.2442 10.9795
H -20.4700 13.7733 8.2648
H -19.0742 12.8928 8.8230
H -19.1839 14.6226 11.6844
H -18.1514 15.7222 10.7107
H -17.8200 13.9487 10.7091
C -23.8900 5.2195 13.7227
O -24.5785 5.8345 14.7504
C -24.2310 7.2324 14.8559
C -24.7864 7.6050 16.2260
N -24.0172 6.9014 17.3041
C -24.3631 7.2556 18.6954
C -25.7975 7.1270 19.1425
O -26.1159 5.7738 18.8744
C -27.4627 5.6093 18.7183
H -23.9823 5.7591 12.7846
H -24.3592 4.2473 13.5419
H -22.8418 5.0010 13.8986
H -24.7242 7.8305 14.0656
H -23.1360 7.3495 14.8129
H -25.8357 7.4243 16.2045
H -24.6032 8.6659 16.2962
H -24.1536 5.8913 17.1930
H -24.0433 8.3112 18.8124
H -23.7003 6.6252 19.3627
H -26.4997 7.8089 18.6384
H -25.8437 7.3541 20.1967
H -28.1360 5.5477 19.6204
H -27.5307 4.5839 18.3021
H -27.9243 6.2644 18.0032
C -29.5208 17.8476 10.4641
O -28.8182 16.7791 10.9962
C -27.4564 17.0831 11.2840
C -26.9018 16.0528 12.1920
N -26.8558 14.7900 11.5443
C -27.0010 13.6498 12.3775
C -26.8786 12.4200 11.5821
O -27.8761 12.3982 10.5463
C -27.7759 11.2683 9.7270
H -30.5046 17.4287 10.3000
H -29.1237 18.2287 9.4954
H -29.6342 18.6528 11.2006
H -27.3364 18.0535 11.7489
H -26.8928 17.1938 10.3610
H -27.4262 15.9729 13.1309
H -25.8810 16.3570 12.4408
H -27.5476 14.7312 10.8192
H -27.8770 13.7134 13.0409
H -26.2521 13.6626 13.1384
H -26.9927 11.5309 12.2284
H -25.9148 12.2529 11.1407
H -27.7525 10.3475 10.3155
H -26.8440 11.3310 9.1547
H -28.6627 11.2448 9.0830
C -19.4804 12.4697 23.3123
O -20.3387 13.2698 24.1561
C -20.2580 14.6522 23.7927
C -21.3455 15.4060 24.5455
N -22.7289 14.7501 24.5175
C -23.1811 14.4809 23.1356
C -24.6491 14.1626 23.0255
O -24.8589 12.9626 23.7270
C -26.1226 12.4995 23.4541
H -18.4373 12.4505 23.7267
H -19.5090 12.8663 22.2855
H -19.7753 11.4158 23.2942
H -20.4519 14.7012 22.7052
H -19.2629 15.0535 23.9703
H -21.4070 16.3642 24.0538
H -21.1033 15.5466 25.5882
H -22.6624 13.8102 24.9493
H -22.6617 13.6035 22.6965
H -23.1010 15.4087 22.5681
H -24.8137 14.0050 21.9519
H -25.3203 14.9372 23.3916
H -26.9088 13.0365 24.0302
H -26.1859 11.4216 23.6409
H -26.3600 12.6779 22.3618
C -18.0933 19.9612 16.4177
O -17.5280 19.4667 17.6387
C -18.3088 19.7596 18.7972
C -17.7787 18.9247 19.9378
N -18.0120 17.4935 19.6629
C -17.7786 16.6146 20.7791
C -17.8644 15.1690 20.3675
O -16.6302 14.8157 19.8243
C -16.7091 13.6032 19.1278
H -17.4136 19.6996 15.6314
H -18.1795 21.0434 16.4895
H -19.0444 19.4706 16.2337
H -19.4138 19.6078 18.6864
H -18.1920 20.8086 19.1362
H -18.4018 19.2906 20.7478
H -16.7111 19.1103 20.0244
H -17.5677 17.1431 18.8252
H -18.5491 16.7989 21.5139
H -16.8249 16.7760 21.3326
H -18.6732 15.1345 19.6008
H -18.1840 14.5109 21.2400
H -17.1566 12.8458 19.7993
H -15.6699 13.3259 18.8862
H -17.2531 13.7044 18.1812
C -14.5678 15.2284 16.3854
O -15.4969 15.3739 15.3639
C -14.8139 15.4059 14.0682
C -15.6762 16.0680 13.0116
N -15.8229 17.5065 13.2606
C -14.6296 18.2849 12.9700
C -14.7737 19.7283 13.3833
O -14.8795 19.8499 14.8184
C -14.8102 21.1719 15.2545
H -15.0431 15.3078 17.3779
H -13.7664 15.9825 16.3128
H -14.1149 14.1940 16.4158
H -14.5978 14.3972 13.7654
H -13.8043 15.8066 14.1043
H -16.6882 15.6661 13.1369
H -15.3758 15.8881 11.9706
H -16.2123 17.6827 14.1752
H -14.5621 18.2367 11.8837
H -13.6627 17.9369 13.3775
H -15.6609 20.1855 12.8857
H -13.8827 20.2991 13.0345
H -15.0727 21.2002 16.2759
H -15.5409 21.8069 14.7601
H -13.8063 21.5385 15.1121
```

Output
- Net charge: -1
- Kohn-Sham gap: 8.52 eV
- HOMO energy: -0.248 Eh

***

2.
Formula: C66H42Cl5CrN4O2P2SSe
Source: OMol25
Level of theory: ωB97M-V/def2-TZVPD

XYZ file:
```
124
Properties=species:S:1:pos:R:3
Cr 1.4384 0.8465 -0.5238
O 0.6731 -0.8629 0.0672
S -0.6691 -1.1823 0.7560
C -0.1661 -1.9807 2.2941
C -0.9817 -3.0252 2.6820
C -0.7870 -3.7564 3.8604
C 0.2711 -3.4123 4.6509
C 0.7725 -4.0239 5.9277
C 1.9363 -3.1090 6.3715
C 2.1041 -2.1308 5.2429
C 3.0270 -1.1502 5.0321
C 2.8408 -0.2963 3.9355
C 1.7919 -0.3835 3.0335
P 1.6060 1.0937 1.9464
C 2.9121 2.2607 2.4889
C 3.8607 2.7289 1.5822
C 4.7792 3.7004 1.9599
C 4.7437 4.2299 3.2377
C 3.7990 3.7726 4.1492
C 2.8934 2.7955 3.7827
C 0.1391 1.9438 2.6740
C 0.0877 3.3371 2.5486
C -0.9692 4.0578 3.0757
C -2.0030 3.3997 3.7272
C -1.9737 2.0201 3.8356
C -0.9104 1.2929 3.3159
C 0.8938 -1.5090 3.1352
C 1.0826 -2.3159 4.2863
C -1.1871 -2.6309 -0.1732
C -0.3097 -3.6948 -0.1729
C -0.6454 -4.9497 -0.7023
C -1.9243 -5.1470 -1.1556
C -2.6337 -6.3650 -1.6837
C -4.0934 -5.9057 -1.9326
C -4.0854 -4.4239 -1.6615
C -5.0538 -3.4635 -1.7649
C -4.7016 -2.1222 -1.5221
C -3.4387 -1.7339 -1.1213
P -2.7969 -0.0329 -1.2846
C -4.2580 0.9816 -0.9035
C -4.8896 1.8441 -1.7903
C -6.0075 2.5578 -1.3768
C -6.4838 2.4285 -0.0813
C -5.8296 1.5964 0.8204
C -4.7194 0.8792 0.4116
C -2.4908 0.1521 -3.0894
C -3.3480 -0.2580 -4.0300
C -3.0647 -0.1738 -5.4591
C -1.8603 0.1712 -5.9023
C -0.7545 0.4972 -4.9586
C -1.1158 0.6923 -3.4586
C -2.4699 -2.7396 -0.8080
C -2.8108 -4.0529 -1.1880
H -1.8079 -3.3066 2.0423
H -1.4464 -4.5789 4.1030
H 1.1146 -5.0443 5.7458
H -0.0201 -4.0839 6.6736
H 2.8501 -3.6679 6.5713
H 1.6851 -2.5713 7.2876
H 3.8594 -0.9897 5.7046
H 3.5567 0.5039 3.8178
H 3.8744 2.3646 0.5686
H 5.5096 4.0514 1.2432
H 5.4442 5.0029 3.5244
H 3.7597 4.1938 5.1452
H 2.1601 2.4482 4.4999
H 0.8908 3.8641 2.0502
H -0.9755 5.1372 2.9891
H -2.8202 3.9649 4.1553
H -2.7747 1.5016 4.3472
H -0.9072 0.2198 3.4409
H 0.6620 -3.5607 0.2884
H 0.0872 -5.7463 -0.6927
H -2.5765 -7.1936 -0.9774
H -2.1626 -6.7040 -2.6082
H -4.7844 -6.4075 -1.2530
H -4.4252 -6.1292 -2.9464
H -6.0606 -3.7014 -2.0843
H -5.4523 -1.3541 -1.6738
H -4.5213 1.9504 -2.8032
H -6.5128 3.2183 -2.0696
H -7.3645 2.9735 0.2312
H -6.1875 1.5112 1.8384
H -4.2060 0.2205 1.1055
H -4.3064 -0.6745 -3.7485
H -3.8599 -0.4209 -6.1503
H -1.6282 0.1784 -6.9610
H -0.1547 1.3233 -5.3439
H -0.9774 1.7141 -3.1047
Cl -0.7737 7.5752 -0.6840
C 0.0951 6.1048 -0.7803
C -0.5599 4.8954 -0.5588
Cl -2.2281 4.8350 -0.1673
C 0.1674 3.7233 -0.6523
Cl -0.5455 2.1670 -0.4138
C 1.5327 3.6819 -0.9313
O 2.1612 2.5265 -0.9647
C 2.1785 4.9085 -1.1360
Cl 3.8617 4.8920 -1.4603
C 1.4665 6.1040 -1.0732
Cl 2.2719 7.5870 -1.3457
Se 6.0014 -0.8147 -6.2426
N 4.2426 -0.7260 -6.1169
C 3.9400 -0.5385 -4.8618
C 2.5696 -0.4495 -4.3648
C 1.4997 -0.7363 -5.1197
C 0.1472 -0.7118 -4.5476
C 0.0195 -0.2971 -3.0524
N 1.2457 0.1839 -2.3888
C 2.3924 -0.0643 -2.9694
C 3.5564 -0.0461 -2.0892
N 3.2609 0.0759 -0.7803
C 4.2237 -0.1384 0.1103
C 5.5345 -0.4182 -0.2517
C 5.8633 -0.4839 -1.5887
C 4.8511 -0.3181 -2.5356
C 5.0593 -0.4694 -3.9640
N 6.2369 -0.5992 -4.5145
H 1.6244 -0.9835 -6.1681
H -0.3684 -1.6511 -4.7528
H -0.3557 -1.1081 -2.4177
H 3.9366 -0.0859 1.1519
H 6.2797 -0.5800 0.5138
H 6.8696 -0.6954 -1.9250
```

Output
- Net charge: +2
- Kohn-Sham gap (spin up / spin down): 5.75 / 5.77 eV
- Multiplicity: 2
- Expectation value of S²: 0.77
- HOMO energy (spin up / spin down): -0.439 / -0.439 Eh

***

Which formula does entry 1 have? C66H174F2N23O30S2

***

The lowest net charge belongs to which entry? C66H174F2N23O30S2